# 1
ORCA calculation (ωB97M-V/def2-TZVPD) on C30H45NO2P2S2Sc as an isolated structure at a distorted geometry.

The geometry in ORCA input format:
```
! wB97M-V def2-TZVPD RIJCOSX def2/J DEFGRID3
* xyz 1 1
Sc -1.42 -0.84 -0.95
C -1.40 1.85 1.03
C -1.54 1.93 -0.39
C -3.41 0.89 0.46
C -2.55 1.20 1.54
C -2.76 1.25 -0.76
C -0.46 2.63 1.86
H 0.13 3.33 1.26
H 0.21 1.97 2.43
H -1.04 3.21 2.59
C -2.93 1.19 2.97
H -3.37 2.16 3.27
H -2.06 1.00 3.60
H -3.68 0.42 3.14
C -4.84 0.54 0.60
H -5.26 0.85 1.57
H -4.99 -0.55 0.49
H -5.43 1.03 -0.18
C -3.38 1.20 -2.12
H -4.47 1.21 -2.04
H -3.10 0.28 -2.67
H -3.08 2.05 -2.72
C -0.98 3.02 -1.22
H -1.76 3.41 -1.88
H -0.14 2.70 -1.86
H -0.62 3.84 -0.58
C 2.76 -0.17 2.00
C 3.00 1.15 2.08
C 3.10 2.05 0.89
C 4.02 1.60 -0.29
C 3.29 0.94 -1.50
C 1.80 0.60 -1.30
C 1.33 -0.14 -0.04
C 2.51 -0.84 0.69
H 3.43 3.05 1.23
H 4.87 0.99 0.06
H 2.10 2.19 0.47
H 3.39 -0.81 0.03
H 2.81 -0.82 2.87
H 3.08 1.61 3.08
H 2.28 -1.90 0.85
H 0.76 0.54 0.61
H 1.20 1.52 -1.43
H 0.58 -0.98 -0.22
H 4.48 2.52 -0.69
H 3.32 1.70 -2.30
P 3.84 -0.56 -2.40
C 5.20 -1.45 -1.61
C 4.51 0.26 -3.90
P 0.87 -0.62 -2.56
C 2.44 -1.60 -2.79
C 0.71 0.21 -4.14
C -0.30 -2.09 -2.54
H 4.91 -2.47 -1.36
H 5.57 -0.96 -0.69
H 6.05 -1.51 -2.31
H 5.29 -0.35 -4.36
H 4.93 1.23 -3.61
H 3.72 0.43 -4.64
H 0.29 -2.92 -2.96
H -1.20 -1.98 -3.17
H -0.60 -2.51 -1.53
H 2.44 -2.48 -2.12
H 2.50 -1.96 -3.83
H -0.28 0.01 -4.57
H 1.47 -0.14 -4.86
H 0.81 1.29 -4.00
O -0.19 -0.40 2.85
S -0.49 -1.75 2.44
O 0.56 -2.73 2.47
N -1.19 -1.74 0.89
C -2.44 -2.31 0.87
S -3.25 -2.44 -0.63
C -2.96 -2.51 2.20
C -4.30 -2.62 2.57
C -4.64 -2.63 3.93
C -3.64 -2.49 4.90
C -2.31 -2.29 4.53
C -1.99 -2.27 3.17
H -5.04 -2.72 1.77
H -5.67 -2.78 4.24
H -3.89 -2.55 5.96
H -1.52 -2.16 5.27
*
```

Output
* gap between HOMO and LUMO: 4.717 eV
* energy: -98364.046 eV
* largest force on an atom: 5.303 eV/A

Atom charges from the Mulliken analysis, given in e for atoms 1 to 5: -1.57 1.22 2.00 0.52 0.58

# 2
ORCA calculation (ωB97M-V/def2-TZVPD) on C30H46BeBrN3P2 as an isolated structure at a distorted geometry.

The geometry in ORCA input format:
```
! wB97M-V def2-TZVPD RIJCOSX def2/J DEFGRID3
* xyz 2 1
N -6.04 4.55 -5.22
C -5.75 4.85 -3.96
C -4.87 4.08 -3.19
C -4.27 2.92 -3.73
C -4.62 2.62 -5.09
C -5.51 3.47 -5.78
C -3.28 2.15 -2.95
Be -0.02 0.23 -0.96
P 2.16 0.15 -0.89
C -2.44 1.16 -3.46
C -1.02 1.27 -3.34
C -0.08 1.34 -4.40
C 0.94 2.30 -4.38
C 1.00 3.15 -3.27
C 0.42 2.73 -2.07
C -0.56 1.67 -2.00
Br 2.01 4.64 -3.25
H -3.14 2.49 -1.92
H -2.83 0.45 -4.21
H -4.64 4.41 -2.17
H -4.21 1.76 -5.62
H -6.21 5.75 -3.54
H -5.78 3.28 -6.82
H -0.25 0.73 -5.30
H -1.37 1.89 -1.31
H 1.61 2.43 -5.22
H 0.79 3.20 -1.16
P -0.84 -1.88 -1.25
C 3.52 1.36 -0.40
C 4.94 1.13 -0.96
H 3.58 1.29 0.70
H 3.27 2.41 -0.67
H 5.54 2.05 -0.85
H 5.47 0.35 -0.40
H 4.90 0.90 -2.03
C 3.02 -0.58 -2.40
C 4.30 -1.41 -2.21
H 3.18 0.30 -3.07
H 2.31 -1.21 -2.96
H 4.60 -1.76 -3.21
H 5.17 -0.84 -1.88
H 4.19 -2.23 -1.50
C 2.33 -1.11 0.50
C 3.74 -1.35 1.01
H 1.84 -2.04 0.14
H 1.70 -0.73 1.32
H 3.68 -2.17 1.73
H 4.41 -1.68 0.21
H 4.16 -0.46 1.48
C -0.44 -3.24 -0.01
C -1.45 -4.38 0.07
H -0.27 -2.77 0.98
H 0.54 -3.64 -0.35
H -2.39 -4.07 0.56
H -1.67 -4.80 -0.93
H -0.98 -5.17 0.68
C 0.17 -2.51 -2.62
C -0.28 -2.22 -4.04
H 0.34 -3.58 -2.45
H 1.13 -2.01 -2.45
H -1.31 -2.52 -4.24
H -0.16 -1.15 -4.29
H 0.36 -2.79 -4.72
C -2.55 -2.04 -1.84
C -3.66 -1.81 -0.81
H -2.63 -3.04 -2.28
H -2.64 -1.29 -2.64
H -4.49 -1.29 -1.29
H -4.06 -2.76 -0.44
H -3.35 -1.19 0.04
N -1.76 1.56 4.58
C -1.32 1.07 3.39
C -1.82 -0.14 2.85
C -1.47 -0.50 1.55
N -0.63 0.25 0.75
C -0.04 1.34 1.35
C -0.30 1.71 2.66
H -2.56 1.16 5.07
H -1.44 2.47 4.91
H -2.46 -0.79 3.45
H -1.92 -1.43 1.17
H 0.65 1.95 0.76
H 0.31 2.50 3.10
*
```

Output
* gap between HOMO and LUMO (alpha / beta): 6.752 / 6.750 eV
* energy relative to the best compared isomer or geometry (same formula, charge and spin): 0.0000 eV
* energy: -125333.443 eV
* largest force on an atom: 3.101 eV/A

Atom charges from the Mulliken analysis, given in e for atoms 1 to 5: -0.54 -0.36 -0.46 0.55 -0.37

# 3
ORCA calculation (ωB97M-V/def2-TZVPD) on a 4-piece molecular cluster, C30H46BrClF12N3O10S overall at a distorted geometry.

The geometry in ORCA input format:
```
! wB97M-V def2-TZVPD RIJCOSX def2/J DEFGRID3
* xyz 1 1
C 3.35 -2.87 -2.08
C 1.93 -2.19 -1.64
C 1.91 -0.59 -2.12
C 2.24 0.31 -0.77
N 2.73 1.70 -1.05
C 1.67 2.60 -1.65
N 0.59 3.23 -1.09
S -0.51 4.30 -1.97
C 0.25 3.04 0.40
C -1.05 2.00 0.41
O -1.42 1.53 1.76
C -0.72 0.29 2.12
C -1.28 -1.06 1.37
N 2.14 2.68 -3.11
Br 0.92 1.99 -4.35
C 3.60 2.25 -3.24
C 4.08 1.37 -4.55
C 4.08 2.33 -5.92
O 4.84 3.45 -6.00
Cl 3.11 1.89 -7.45
C 4.10 1.85 -1.73
C 4.59 3.29 -1.05
C 4.37 3.35 0.58
O 4.94 4.67 1.01
C 5.20 2.21 1.43
F 5.25 2.71 2.85
F 6.65 2.10 1.02
F 4.54 0.88 1.50
O 4.84 0.63 -1.46
C 6.26 0.69 -1.79
C 7.01 -0.45 -0.83
H 4.03 -2.99 -1.11
H 3.12 -3.91 -2.60
H 3.98 -2.25 -2.85
H 0.99 -2.75 -2.11
H 1.81 -2.29 -0.46
H 0.81 -0.35 -2.52
H 2.74 -0.46 -2.93
H 1.20 0.43 -0.22
H 2.89 -0.33 -0.04
H 0.12 5.53 -2.26
H -0.15 4.10 0.76
H 1.16 2.65 1.03
H -0.80 1.13 -0.34
H -2.01 2.53 -0.06
H 0.44 0.39 1.95
H -0.90 0.12 3.29
H -1.77 -0.86 0.32
H -2.10 -1.63 2.02
H -0.39 -1.83 1.17
H 4.12 3.31 -3.47
H 5.17 0.94 -4.48
H 3.38 0.45 -4.80
H 3.95 4.20 -1.49
H 5.71 3.55 -1.28
H 3.23 3.40 0.91
H 5.89 4.62 0.65
H 6.81 1.69 -1.55
H 6.55 0.39 -2.89
H 6.25 -0.86 -0.02
H 7.44 -1.31 -1.53
H 7.97 0.04 -0.32
C -5.05 1.53 3.34
C -4.90 1.25 1.86
O -5.35 -0.07 1.54
C -6.71 -0.23 1.40
O -7.52 0.68 1.55
C -7.05 -1.67 1.02
F -6.37 -2.59 1.77
F -6.74 -1.94 -0.28
F -8.37 -1.96 1.16
H -4.54 0.76 3.93
H -4.64 2.51 3.60
H -6.11 1.51 3.64
H -3.84 1.30 1.58
H -5.42 2.00 1.25
C -9.54 0.93 8.24
C -8.10 0.52 8.47
O -7.24 1.13 7.49
C -6.90 2.43 7.71
O -7.28 3.09 8.68
C -5.95 2.93 6.62
F -6.36 2.59 5.37
F -4.69 2.42 6.76
F -5.81 4.29 6.62
H -9.85 0.69 7.22
H -10.21 0.41 8.94
H -9.68 2.00 8.37
H -8.00 -0.56 8.36
H -7.76 0.78 9.49
C -0.58 -7.52 -4.43
C 0.86 -7.92 -4.20
O 1.72 -7.32 -5.19
C 2.07 -6.01 -4.96
O 1.69 -5.35 -4.00
C 3.01 -5.51 -6.05
F 2.60 -5.85 -7.31
F 4.27 -6.02 -5.92
F 3.16 -4.15 -6.06
H -0.89 -7.76 -5.46
H -1.24 -8.04 -3.73
H -0.72 -6.44 -4.30
H 0.97 -9.00 -4.31
H 1.20 -7.67 -3.19
*
```

Output
* gap between HOMO and LUMO: 8.018 eV
* energy: -182791.969 eV
* largest force on an atom: 9.508 eV/A

Atom charges from the Mulliken analysis, given in e for atoms 1 to 5: -0.58 -0.34 0.93 -0.22 1.24

# 4
ORCA calculation (ωB97M-V/def2-TZVPD) on a single C30H46Cl2F3NO5 molecule at a distorted geometry.

The geometry in ORCA input format:
```
! wB97M-V def2-TZVPD RIJCOSX def2/J DEFGRID3
* xyz 0 1
C 7.02 2.84 2.49
C 6.03 1.91 1.74
C 6.38 1.68 0.25
C 5.25 2.11 -0.72
C 4.46 0.91 -1.23
C 3.23 1.33 -2.04
C 2.39 0.10 -2.45
C 0.90 0.46 -2.38
C -0.04 -0.71 -2.70
C -0.91 -1.15 -1.53
O -1.26 -0.07 -0.66
C -2.38 0.65 -1.09
O -2.18 1.97 -0.79
C -2.47 2.89 -1.84
C -1.30 3.82 -2.12
C -1.13 4.79 -0.94
O -3.46 0.09 -0.35
C -4.62 0.86 -0.41
O -5.24 0.98 -1.44
C -5.01 1.42 0.91
C -5.46 0.56 1.86
C -5.80 1.02 3.10
C -5.67 2.35 3.36
C -5.24 3.23 2.41
C -4.91 2.75 1.17
C -0.18 -2.22 -0.66
C 0.29 -1.64 0.68
C 1.13 -2.63 1.49
C 2.12 -1.90 2.43
N -0.95 -3.45 -0.41
C -2.20 -3.22 0.27
O -2.01 -3.60 1.67
C -3.06 -3.28 2.45
F -4.17 -3.94 2.12
F -2.75 -3.63 3.72
F -3.33 -1.97 2.45
C -1.04 -4.34 -1.49
Cl -1.71 -3.86 -3.05
C -0.63 -5.59 -1.32
C -0.07 -6.10 -0.02
Cl -0.74 -6.78 -2.58
H 7.79 3.23 1.83
H 7.48 2.34 3.33
H 6.49 3.70 2.88
H 5.03 2.33 1.83
H 6.01 0.96 2.26
H 7.27 2.26 0.02
H 6.58 0.62 0.11
H 5.69 2.59 -1.59
H 4.61 2.84 -0.23
H 4.07 0.38 -0.36
H 5.07 0.25 -1.85
H 2.64 1.96 -1.37
H 3.50 1.95 -2.89
H 2.68 -0.22 -3.45
H 2.59 -0.66 -1.69
H 0.74 1.23 -3.14
H 0.73 0.91 -1.40
H -0.69 -0.43 -3.53
H 0.56 -1.54 -3.07
H -1.85 -1.60 -1.85
H -2.52 0.45 -2.16
H -2.79 2.42 -2.77
H -3.30 3.52 -1.51
H -0.38 3.29 -2.34
H -1.58 4.42 -2.98
H -2.02 5.39 -0.79
H -0.28 5.45 -1.08
H -0.99 4.21 -0.03
H -5.55 -0.49 1.63
H -6.14 0.33 3.86
H -5.91 2.73 4.35
H -5.15 4.28 2.63
H -4.57 3.43 0.40
H 0.74 -2.52 -1.16
H -0.56 -1.36 1.30
H 0.86 -0.74 0.49
H 1.65 -3.34 0.84
H 0.49 -3.23 2.13
H 2.02 -0.82 2.34
H 3.14 -2.22 2.23
H 1.91 -2.16 3.46
H -2.96 -3.89 -0.13
H -2.58 -2.20 0.20
H 0.79 -5.50 0.25
H 0.21 -7.14 -0.12
H -0.82 -6.03 0.75
*
```

Output
* gap between HOMO and LUMO: 9.845 eV
* energy: -76780.605 eV
* largest force on an atom: 1.821 eV/A

Atom charges from the Mulliken analysis, given in e for atoms 1 to 5: -1.04 -0.46 -0.74 -0.87 -0.57